{
  "formula": "C7H13FNO4P",
  "method": "wB97M-V/def2-TZVPD",
  "smiles": "N=P(O)(O)[C@@H]1C[C@H](CCCF)OC1=O",
  "e_lumo_ev": 0.223,
  "homo_energy_ev": -9.39,
  "symbols": ["N", "P", "O", "O", "C", "C", "C", "C", "C", "C", "F", "O", "C", "O", "H", "H", "H", "H", "H", "H", "H", "H", "H", "H", "H", "H", "H"],
  "positions_angstrom": [[-3.050, 0.596, 2.292], [-3.157, 0.033, 0.869], [-3.606, -1.518, 0.809], [-4.171, 0.850, -0.056], [-1.592, 0.038, -0.079], [-0.358, -0.251, 0.785], [0.712, 0.336, -0.122], [2.126, 0.508, 0.395], [3.189, 0.317, -0.689], [3.542, -1.129, -0.965], [2.564, -1.720, -1.757], [0.111, 1.605, -0.505], [-1.202, 1.359, -0.748], [-1.893, 2.077, -1.400], [-3.338, -0.060, 3.007], [-3.597, -1.911, -0.070], [-4.037, 0.740, -1.006], [-1.678, -0.724, -0.865], [-0.459, 0.367, 1.683], [-0.179, -1.279, 1.096], [0.726, -0.270, -1.039], [2.290, -0.209, 1.206], [2.215, 1.520, 0.798], [4.111, 0.835, -0.413], [2.843, 0.762, -1.627], [4.490, -1.222, -1.494], [3.596, -1.716, -0.044]]
}

{
  "formula": "C47H50Br2CrF8NO4PSSi",
  "method": "wB97M-V/def2-TZVPD",
  "e_lumo_ev": [3.802, 3.801],
  "de_lowest_kcal_mol": 0.0,
  "charge": -2,
  "homo_energy_ev": [-2.19, -2.71],
  "spin_multiplicity": 5,
  "symbols": ["Cr", "C", "C", "C", "C", "C", "C", "Br", "C", "C", "Br", "C", "O", "C", "N", "H", "H", "H", "H", "H", "H", "C", "C", "C", "S", "O", "C", "C", "C", "H", "H", "H", "H", "H", "H", "H", "H", "H", "H", "H", "H", "H", "H", "F", "C", "C", "F", "C", "F", "C", "O", "C", "F", "C", "F", "C", "C", "C", "C", "Si", "O", "C", "C", "C", "C", "C", "C", "C", "C", "C", "C", "C", "C", "H", "H", "H", "H", "H", "H", "H", "H", "H", "H", "H", "H", "H", "H", "H", "H", "H", "H", "H", "F", "C", "F", "F", "C", "P", "C", "C", "C", "C", "C", "C", "C", "H", "H", "H", "H", "H", "H", "H", "H", "H", "H", "H"],
  "positions_angstrom": [[0.561, -0.038, 0.435], [-2.294, -2.830, 0.356], [-1.006, -3.359, -0.215], [-0.956, -4.653, -0.793], [0.235, -5.184, -1.176], [1.425, -4.458, -0.951], [2.735, -4.961, -1.148], [3.007, -6.693, -1.917], [3.823, -4.248, -0.753], [3.671, -2.960, -0.219], [5.210, -2.074, 0.446], [2.436, -2.310, -0.110], [2.297, -1.112, 0.285], [1.277, -3.148, -0.429], [0.065, -2.621, -0.105], [-2.447, -3.278, 1.344], [-3.150, -3.087, -0.272], [-2.236, -1.748, 0.487], [-1.875, -5.219, -0.906], [0.287, -6.176, -1.605], [4.812, -4.676, -0.833], [-6.214, -1.127, 2.654], [-4.711, -0.854, 2.610], [-3.947, -1.625, 3.686], [-2.147, -1.457, 3.464], [-1.550, -2.484, 4.393], [-1.961, 0.173, 4.275], [-1.683, 0.046, 5.765], [-1.215, 1.381, 6.346], [-6.738, -0.563, 1.876], [-6.640, -0.847, 3.624], [-6.420, -2.191, 2.492], [-4.531, 0.219, 2.719], [-4.321, -1.129, 1.625], [-4.119, -2.702, 3.596], [-4.219, -1.312, 4.702], [-2.868, 0.746, 4.063], [-1.127, 0.651, 3.754], [-0.921, -0.718, 5.911], [-2.576, -0.305, 6.293], [-0.293, 1.707, 5.857], [-1.024, 1.296, 7.419], [-1.965, 2.166, 6.198], [4.086, -2.047, 6.105], [3.181, -1.742, 5.152], [2.770, -0.445, 4.961], [3.283, 0.531, 5.732], [1.832, -0.143, 3.993], [1.495, 1.146, 3.833], [1.225, -1.117, 3.178], [0.279, -0.865, 2.315], [1.693, -2.422, 3.405], [1.209, -3.423, 2.659], [2.639, -2.726, 4.357], [3.041, -3.997, 4.528], [3.909, 2.031, 0.318], [3.897, 2.161, -1.217], [4.700, 0.992, -1.802], [4.566, 3.477, -1.630], [2.100, 2.097, -1.856], [1.160, 1.002, -1.196], [1.346, 3.817, -1.559], [0.949, 4.745, -2.533], [0.369, 5.966, -2.189], [0.161, 6.284, -0.853], [0.517, 5.367, 0.132], [1.096, 4.155, -0.220], [2.290, 1.702, -3.712], [2.509, 2.600, -4.766], [2.615, 2.166, -6.087], [2.518, 0.813, -6.387], [2.341, -0.106, -5.354], [2.231, 0.337, -4.042], [4.944, 1.946, 0.684], [3.369, 1.136, 0.642], [3.452, 2.903, 0.804], [5.715, 0.981, -1.377], [4.785, 1.059, -2.891], [4.233, 0.033, -1.555], [5.599, 3.515, -1.248], [4.026, 4.346, -1.236], [4.609, 3.578, -2.724], [1.064, 4.509, -3.586], [0.071, 6.662, -2.966], [-0.296, 7.230, -0.582], [0.325, 5.586, 1.176], [1.323, 3.437, 0.563], [2.625, 3.660, -4.563], [2.777, 2.886, -6.883], [2.586, 0.475, -7.415], [2.293, -1.167, -5.573], [2.093, -0.385, -3.237], [-1.423, 2.236, -0.033], [-0.954, 1.325, 0.924], [-0.646, 2.186, 1.991], [-2.183, 0.761, 1.368], [-0.816, -1.413, -3.305], [-1.423, -0.203, -2.052], [-1.320, 1.304, -3.112], [-3.249, -0.456, -2.192], [-4.068, 0.468, -1.529], [-5.449, 0.318, -1.509], [-6.048, -0.765, -2.148], [-5.249, -1.694, -2.797], [-3.863, -1.542, -2.812], [-0.997, -2.441, -2.982], [0.267, -1.270, -3.374], [-1.260, -1.247, -4.291], [-1.562, 2.191, -2.521], [-2.001, 1.222, -3.966], [-0.289, 1.401, -3.463], [-3.605, 1.306, -1.009], [-6.061, 1.041, -0.979], [-7.126, -0.883, -2.135], [-5.701, -2.547, -3.293], [-3.258, -2.284, -3.324]]
}

{
  "formula": "C24H62BrGaN2O12P3",
  "method": "wB97M-V/def2-TZVPD",
  "e_lumo_ev": 1.299,
  "charge": -1,
  "homo_energy_ev": -4.74,
  "symbols": ["C", "C", "N", "Ga", "Br", "C", "C", "C", "C", "N", "H", "H", "H", "H", "H", "H", "H", "H", "H", "H", "H", "H", "H", "H", "H", "H", "H", "O", "P", "O", "C", "C", "O", "C", "C", "O", "C", "C", "H", "H", "H", "H", "H", "H", "H", "H", "H", "H", "H", "H", "H", "H", "H", "O", "P", "O", "C", "C", "O", "C", "C", "O", "C", "C", "H", "H", "H", "H", "H", "H", "H", "H", "H", "H", "H", "H", "H", "H", "H", "O", "P", "O", "C", "C", "O", "C", "C", "O", "C", "C", "H", "H", "H", "H", "H", "H", "H", "H", "H", "H", "H", "H", "H", "H", "H"],
  "positions_angstrom": [[-1.725, 0.571, 1.554], [-0.599, -0.379, 2.067], [0.682, 0.347, 2.290], [1.399, 0.816, 0.537], [1.772, -1.246, -0.783], [3.150, 1.856, 0.644], [3.594, 2.624, -0.634], [2.473, 3.301, -1.447], [1.846, 2.389, -2.535], [2.024, 2.941, -3.886], [-1.548, 1.555, 2.004], [-2.707, 0.194, 1.879], [-1.734, 0.654, 0.467], [-0.917, -0.831, 3.019], [-0.485, -1.172, 1.309], [1.305, -0.396, 2.611], [0.264, 1.604, -0.283], [3.935, 1.108, 0.841], [3.071, 2.506, 1.526], [4.255, 3.441, -0.288], [4.238, 1.997, -1.265], [1.716, 3.789, -0.827], [2.955, 4.114, -2.021], [2.187, 1.350, -2.416], [0.769, 2.359, -2.329], [3.009, 3.004, -4.112], [1.528, 2.361, -4.550], [-1.668, -2.483, 6.010], [-2.770, -2.744, 6.983], [-3.976, -3.316, 6.041], [-3.853, -4.623, 5.480], [-4.172, -5.704, 6.497], [-3.307, -1.206, 7.208], [-2.435, -0.088, 7.006], [-2.688, 0.544, 5.656], [-3.542, -3.207, 8.372], [-2.937, -2.855, 9.635], [-3.540, -1.579, 10.194], [-2.850, -4.760, 5.066], [-4.562, -4.676, 4.654], [-3.418, -5.733, 7.287], [-4.204, -6.686, 6.021], [-5.132, -5.511, 6.977], [-1.390, -0.378, 7.116], [-2.650, 0.638, 7.795], [-2.606, -0.178, 4.844], [-1.981, 1.353, 5.468], [-3.701, 0.950, 5.614], [-1.853, -2.770, 9.535], [-3.142, -3.681, 10.317], [-3.075, -0.699, 9.754], [-3.379, -1.521, 11.273], [-4.607, -1.523, 9.984], [6.159, 3.179, -6.401], [7.651, 3.125, -6.351], [7.955, 1.654, -5.716], [7.713, 0.494, -6.512], [8.826, 0.259, -7.517], [7.915, 4.057, -5.022], [6.965, 5.051, -4.627], [6.104, 4.545, -3.489], [9.230, 3.335, -6.800], [9.609, 4.601, -7.384], [10.195, 5.533, -6.339], [6.745, 0.579, -7.015], [7.655, -0.349, -5.824], [8.842, 1.045, -8.275], [8.695, -0.699, -8.023], [9.799, 0.269, -7.024], [6.355, 5.370, -5.472], [7.532, 5.925, -4.292], [5.620, 3.602, -3.740], [5.335, 5.276, -3.232], [6.716, 4.360, -2.604], [8.760, 5.062, -7.894], [10.366, 4.379, -8.137], [9.410, 6.049, -5.788], [10.812, 6.299, -6.813], [10.794, 4.983, -5.614], [-5.832, -4.459, -0.584], [-6.018, -2.980, -0.702], [-6.985, -2.619, 0.561], [-6.424, -2.671, 1.876], [-5.596, -1.435, 2.172], [-7.131, -2.948, -1.921], [-7.209, -4.017, -2.861], [-8.351, -4.951, -2.513], [-5.672, -1.395, -0.983], [-4.850, -1.062, -2.128], [-5.704, -0.676, -3.323], [-5.825, -3.579, 1.994], [-7.259, -2.733, 2.574], [-4.703, -1.405, 1.545], [-5.280, -1.420, 3.217], [-6.165, -0.529, 1.961], [-6.264, -4.556, -2.924], [-7.392, -3.573, -3.843], [-8.270, -5.316, -1.490], [-8.370, -5.806, -3.192], [-9.304, -4.425, -2.590], [-4.175, -1.884, -2.373], [-4.237, -0.212, -1.831], [-6.051, -1.557, -3.860], [-5.125, -0.077, -4.028], [-6.585, -0.116, -3.011]]
}